(1)
The following is a DFT calculation (ωB97M-V/def2-TZVPD) of one molecule with the formula C21H19N3O2.

The geometry in XYZ format:
```
45
Properties=species:S:1:pos:R:3:forces:R:3
C 4.2382 1.2432 -1.8431 0.064 0.122 -0.048
H -6.4985 -1.0744 -0.3866 -0.100 0.011 0.056
C -3.1855 1.4651 -0.5554 -0.257 -0.115 0.013
H -0.1596 0.2679 1.7581 -0.057 0.065 0.056
H 4.0881 -2.5301 1.8488 0.008 0.062 -0.195
C 3.8978 -1.8898 0.9791 0.001 -0.345 0.006
C 4.0837 0.1940 -0.9515 -0.040 -0.312 0.138
C -4.4712 -0.6417 -0.8635 0.092 -0.017 0.167
C -1.8147 -1.2107 0.3655 -0.156 -0.082 0.147
O 4.5837 -0.6952 1.2712 0.029 0.173 0.080
H -5.7143 0.3513 1.3843 -0.094 -0.041 0.054
H 4.3315 -2.3798 0.0956 -0.054 0.063 0.096
C -2.9697 2.6403 0.1422 0.150 -0.076 -0.247
H -2.1960 3.3329 -0.1647 0.068 0.002 -0.099
N -3.6677 2.9972 1.2062 0.119 0.430 0.268
H 2.2908 0.0226 2.0326 0.052 0.088 0.027
N -3.6288 -1.5144 -1.2482 -0.355 -0.587 -0.312
H -5.1703 2.5096 2.4923 -0.092 -0.068 0.064
H 5.8259 1.4538 1.6456 0.056 0.005 0.116
H 5.0715 3.1822 -2.1960 0.005 0.066 -0.059
H 3.7851 1.1717 -2.8212 -0.035 -0.007 -0.068
C -4.9359 0.9867 0.9929 0.148 -0.044 -0.260
C -4.6238 2.1818 1.6173 -0.249 -0.179 0.068
C -0.3467 -1.4317 0.4853 0.287 -0.024 0.144
C 4.9580 2.3700 -1.4944 -0.036 0.073 -0.153
C 2.4076 -1.7229 0.8043 -0.032 0.023 0.008
H 2.2005 -3.4575 -0.4342 0.052 -0.082 -0.067
N -2.3090 -1.4799 -0.8797 0.211 0.266 -0.288
C 1.7363 -0.6784 1.4271 0.056 -0.076 -0.009
C -5.8931 -0.8703 -1.2682 0.027 -0.035 -0.124
C 5.5313 2.4487 -0.2345 -0.004 -0.021 0.025
O -2.4987 -0.8029 1.2831 0.179 -0.164 0.023
C 4.6604 0.2720 0.3103 0.125 0.256 -0.108
C 0.3218 -2.4905 -0.1221 -0.144 0.105 0.050
H -0.2181 -3.2301 -0.6969 -0.053 -0.061 -0.055
C 5.3860 1.4107 0.6616 -0.084 -0.203 0.099
H -6.2941 0.0179 -1.7533 -0.083 0.055 -0.004
H -5.9511 -1.7200 -1.9418 -0.017 -0.044 -0.003
H 3.5072 -0.6683 -1.2483 -0.032 -0.061 -0.006
H -1.7345 -2.0111 -1.5203 -0.111 0.176 0.225
H 6.0952 3.3245 0.0503 0.051 0.064 0.035
C 0.3717 -0.5370 1.2732 -0.137 -0.069 -0.061
C 1.6874 -2.6314 0.0381 0.175 0.078 0.086
C -4.1893 0.6015 -0.1173 0.220 0.539 0.150
H -2.5893 1.2225 -1.4233 0.047 -0.009 -0.036
```
Positions in Å, forces in eV/Å.

Computed properties:
- Lowest unoccupied orbital energy: 0.4 eV
- Gap between HOMO and LUMO: 9.0996 eV
- Total energy: -30649.82847 eV
- ΔE to the lowest compared entry with this formula, charge and spin: 2.254 eV
- SMILES string: C/C(=N/NC(=O)c1ccc(COc2ccccc2)cc1)c1ccncc1

=====

(2)
The following is a DFT calculation (ωB97M-V/def2-TZVPD) of a 2-piece molecular cluster, C3H9NO overall in a non-equilibrium geometry.

The geometry in XYZ format:
```
14
Properties=species:S:1:pos:R:3:forces:R:3
H -0.6264 1.9188 -0.3092 -1.433 0.072 -0.992
N -0.1643 -0.6789 0.3311 0.685 -1.136 -0.612
H -2.2697 -0.5975 -2.0367 -2.393 0.540 0.357
H 0.9931 -1.6322 1.8213 -1.445 -0.103 -1.335
C 0.0504 -1.6544 1.1086 2.336 0.082 1.281
C 0.1977 1.7022 0.2915 2.720 0.461 0.932
H 1.0660 0.2394 -1.0051 0.824 -0.244 -1.042
H -0.9461 -0.7155 -1.4015 -0.063 -0.242 0.079
O -1.4021 -0.8165 -2.2547 2.232 -0.396 -0.505
H -0.0621 1.7037 1.3479 -0.232 0.304 0.000
H 1.8163 0.3108 0.7770 -1.832 -0.293 -2.009
H -0.4910 -2.6411 1.1836 -0.224 1.581 -0.255
C 0.8725 0.3623 0.0248 -0.499 -0.192 3.903
H 0.9656 2.4989 0.1216 -0.676 -0.433 0.199
```
Positions in Å, forces in eV/Å.

Computed properties:
- Lowest unoccupied orbital energy: 1.0 eV
- Gap between HOMO and LUMO: 10.8635 eV
- Total energy: -6793.10652 eV
- ΔE to the lowest compared entry with this formula, charge and spin: 1.949 eV
- SMILES string: C=NCC.O

=====

(3)
The following is a DFT calculation (ωB97M-V/def2-TZVPD) of H22NaO15S as an isolated structure in a non-equilibrium geometry.

The geometry in XYZ format:
```
39
Properties=species:S:1:pos:R:3:forces:R:3
O 1.5798 1.9702 0.5120 5.074 2.685 3.259
H -0.0017 -0.0407 3.3831 -0.349 -0.065 0.249
O -1.2661 -1.6108 1.9907 -1.736 -3.122 2.138
H -0.0126 1.3085 -1.3377 -0.283 1.009 -6.371
H -3.1229 1.0879 0.8106 -0.219 0.250 -0.107
H 1.9091 -1.3276 0.7395 1.959 -1.526 0.311
H -1.5509 -0.9143 -2.5992 -0.298 -0.159 -0.511
H 0.7722 1.5943 0.1618 5.813 3.203 2.853
O -0.0422 0.7795 2.8914 -1.297 3.770 6.834
O 0.9276 -0.8107 -3.2749 -0.591 -1.552 -2.984
O 1.7539 -1.8164 -0.0688 4.069 -5.360 2.318
H -1.4153 1.5616 1.8617 -0.036 0.424 1.016
H -0.8741 1.6143 0.4489 -2.826 3.094 2.333
H 1.3759 1.1003 -1.6995 1.467 0.926 -0.800
O -1.5854 1.9413 0.9996 -2.848 1.852 2.931
H -1.1086 -0.8817 1.3910 -1.534 -1.271 2.579
H -0.6909 2.2647 -2.2955 0.003 0.303 -0.237
H 2.1841 -0.1837 2.6032 0.404 0.024 0.285
H 0.3050 -1.4909 -3.0182 0.157 -0.285 -0.855
H 0.2425 0.5442 2.0083 -0.282 3.730 3.177
O 0.3316 -0.2682 1.3036 -11.089 -4.198 -11.929
H 1.7079 -0.2699 -1.1481 3.444 1.057 0.016
O -1.5812 -0.5159 0.0659 13.194 -2.240 -2.955
O -3.3051 0.2711 0.3458 -8.823 2.316 0.952
S -0.2261 -0.0577 -0.0345 -0.964 -0.897 0.381
H 1.1706 -0.3851 -2.4527 1.205 0.599 -2.063
O 2.0798 0.4534 -1.6529 2.988 0.896 0.603
H -2.4413 -0.0941 0.1546 -7.182 3.964 0.564
O 0.0856 1.7133 -2.1995 -0.431 2.733 -9.512
H -0.5144 -1.1086 -1.5131 -2.380 -1.211 -2.960
H 1.2882 -0.3019 1.3886 5.936 0.021 0.887
H 1.0063 -1.3778 -0.4748 4.339 -5.177 2.764
H 1.9718 1.2626 1.0236 1.228 0.412 0.158
O -0.0910 1.3539 -0.3429 -6.849 -6.977 3.428
O -1.2233 -1.5590 -1.9721 -6.664 -3.010 -6.554
O 2.2023 -0.3701 1.6645 10.425 0.483 4.359
H -0.6042 -2.2614 1.7566 0.652 -0.193 0.577
O 0.4117 -0.8563 -1.1149 -3.943 8.725 1.429
Na -1.6484 -2.3182 -0.3058 -1.733 -5.233 1.437
```
Positions in Å, forces in eV/Å.

Computed properties:
- Net charge: -1
- Lowest unoccupied orbital energy: 1.5 eV
- Gap between HOMO and LUMO: 7.7637 eV
- Total energy: -46292.38930 eV
- ΔE to the lowest compared entry with this formula, charge and spin: 35.520 eV